# 1
This record from OMol25 describes a molecular structure, C6H12N2. The level of theory is wB97M-V/def2-TZVPD.

## Properties
**E_LUMO**: 0.81 eV

Structure (ORCA input):
```
! wB97M-V def2-TZVPD RIJCOSX def2/J DEFGRID3
* xyz 0 1
C 1.795 -0.853 0.408
C -0.444 -0.853 -0.457
C 0.546 -1.683 0.294
C -0.635 1.926 -0.340
C -1.911 -1.121 -0.318
N -0.169 0.778 0.410
C 1.731 0.504 0.395
N 2.521 1.461 0.170
H -0.070 0.936 1.406
H 2.748 -1.334 0.576
H -0.114 -0.665 -1.483
H 2.209 2.371 0.494
H 0.776 -2.577 -0.297
H 0.153 -1.983 1.271
H -0.202 1.917 -1.347
H -1.721 1.897 -0.437
H -0.368 2.868 0.147
H -2.500 -0.308 -0.741
H -2.185 -1.252 0.727
H -2.161 -2.028 -0.880
*
```

# 2
This record from OMol25 describes a single C6H12N2 molecule. The level of theory is wB97M-V/def2-TZVPD.

## Properties
**SMILES**: CC1=C(CN)CNC1
**E_LUMO**: 0.87 eV

Structure (ORCA input):
```
! wB97M-V def2-TZVPD RIJCOSX def2/J DEFGRID3
* xyz 0 1
C -1.993 -0.364 0.035
C -0.565 -0.388 -0.442
C 0.334 0.460 0.021
C 0.289 1.449 1.135
C 1.527 0.296 -0.922
C 0.069 -1.374 -1.443
H -2.638 -0.221 -0.788
H -2.143 0.437 0.747
H -2.198 -1.297 0.574
H 1.252 1.977 1.185
H -0.413 2.242 0.799
H 0.614 0.265 2.713
H -0.889 0.302 2.242
H 2.436 0.409 -0.282
H 1.568 1.096 -1.732
H 1.937 -1.552 -0.917
H -0.568 -1.345 -2.450
H 0.058 -2.410 -1.285
N -0.085 0.940 2.376
N 1.406 -0.922 -1.567
*
```

# 3
This record from OMol25 describes a single C6H12N2 molecule. The level of theory is wB97M-V/def2-TZVPD.

## Properties
**SMILES**: CC[C@](C)(N)C=C=N
**E_LUMO**: 0.99 eV

Structure (ORCA input):
```
! wB97M-V def2-TZVPD RIJCOSX def2/J DEFGRID3
* xyz 0 1
C -0.113 -0.736 -0.865
C -1.568 0.504 0.917
C -0.018 -2.035 -0.085
C 1.931 0.379 0.338
C -0.416 0.763 -0.041
N -0.770 1.761 -0.986
C 0.866 1.065 0.672
N 3.036 0.023 -0.051
H -1.313 2.541 -0.638
H -0.039 1.973 -1.652
H 3.391 -0.894 0.193
H 0.884 1.821 1.445
H -1.020 -0.758 -1.472
H 0.705 -0.621 -1.578
H -1.287 -0.240 1.656
H -1.826 1.429 1.435
H -2.446 0.162 0.371
H 0.829 -2.037 0.601
H 0.089 -2.882 -0.764
H -0.916 -2.217 0.504
*
```

no.,largest force on an atom (eV/Å),electronic energy (Ha)
1,3.3,-345.188701
2,4.7,-345.260880
3,3.4,-345.261169